# C54H45BiN7O7S3

A structure of composition C54H45BiN7O7S3 (wB97M-V/def2-TZVPD, OMol25).

XYZ file:
```
117
Properties=species:S:1:pos:R:3:forces:R:3
Bi 0.431 1.925 -0.028 0.35 0.36 -0.15
S -0.543 3.129 1.913 -0.75 0.10 -0.13
S -0.554 -0.818 1.560 -0.39 -0.23 0.17
S 0.431 -2.146 -1.526 0.02 -0.16 0.01
O -3.672 3.991 2.154 0.13 -0.14 -0.04
O 0.320 -0.455 2.708 0.05 0.02 -0.01
O 0.704 3.716 -1.273 -0.16 -0.27 0.00
O 0.901 -1.438 -2.745 0.01 0.08 -0.03
O 0.721 4.965 -3.090 0.06 0.02 0.17
O 0.905 2.897 -6.967 0.01 -0.02 -0.04
O 1.145 4.601 -5.570 0.01 -0.09 -0.31
N -0.964 0.941 -3.842 -0.07 0.06 -0.01
N 1.108 5.455 2.139 0.07 0.01 0.12
N 0.010 5.742 1.354 0.00 0.28 0.03
N -0.679 1.763 -2.830 0.04 -0.07 0.01
N -2.906 4.178 0.144 0.43 -0.59 -0.21
N -1.963 5.102 0.436 -0.24 0.75 0.22
N -3.801 3.671 0.981 -0.22 0.18 0.09
C 1.606 -5.495 1.135 0.03 -0.01 0.02
C -0.514 -6.038 -1.969 0.03 -0.02 -0.01
C 0.497 3.893 -2.530 0.03 0.07 0.03
C 2.322 6.005 1.844 -0.05 0.02 -0.01
C -0.882 4.838 1.151 0.39 -0.51 0.16
C 4.863 -1.328 2.436 0.03 0.01 0.02
C -1.935 -3.304 1.869 -0.08 -0.07 0.14
C -6.122 0.919 3.125 0.05 0.10 -0.02
C 1.659 -2.551 0.943 0.07 -0.03 -0.02
C 1.834 -5.853 -2.412 0.03 0.02 -0.03
C -4.302 2.885 -3.056 0.01 -0.04 -0.01
C -0.732 -2.627 1.587 0.15 0.12 0.00
C -4.759 0.417 2.747 -0.08 -0.04 -0.02
C -3.217 -0.333 1.023 -0.02 -0.05 -0.11
C 0.141 2.571 -4.774 0.01 0.06 0.00
C -2.756 4.650 -3.521 0.00 -0.02 0.03
C 2.705 -2.328 1.882 0.00 0.10 0.03
C 1.772 -2.017 -0.316 -0.03 -0.04 -0.01
C 2.606 -2.762 3.228 0.02 -0.08 -0.05
C -0.487 1.374 -5.018 -0.03 -0.03 0.05
C 0.431 -3.310 1.328 0.03 0.03 -0.02
C 2.540 2.207 0.686 -0.01 -0.02 -0.12
C -4.488 0.048 1.435 0.05 0.09 -0.03
C 0.437 -4.734 1.388 -0.10 -0.07 -0.11
C -0.789 -6.833 1.635 0.02 -0.01 0.01
C -2.462 -0.015 3.310 0.04 0.04 -0.01
C -2.528 4.818 -2.162 0.06 0.02 -0.06
C -0.004 2.761 -3.374 0.01 0.00 0.00
C 3.922 -1.079 0.166 -0.02 -0.06 0.01
C 0.352 -7.539 1.385 -0.03 -0.01 0.02
C 4.698 6.140 2.294 -0.04 -0.01 0.00
C 0.776 -8.135 -2.494 0.01 0.09 0.06
C 4.842 7.139 1.337 0.05 0.03 -0.01
C 0.691 -6.646 -2.296 -0.06 -0.01 -0.02
C 1.563 -6.859 1.136 0.02 0.01 0.02
C 4.741 -1.760 3.723 0.00 0.00 -0.01
C -0.580 -4.669 -1.746 0.01 0.01 0.02
C -1.955 -4.669 1.885 0.02 0.05 0.00
C -2.222 -0.373 1.994 0.10 0.04 0.09
C 0.571 -3.906 -1.840 -0.06 0.05 0.10
C -0.777 -5.417 1.645 0.05 0.03 -0.01
C -4.082 3.041 -1.697 0.03 0.02 -0.08
C -3.186 4.008 -1.244 0.03 -0.10 0.10
C -3.636 3.683 -3.979 0.00 -0.01 -0.04
C -3.733 0.376 3.684 0.02 0.02 0.01
C 0.770 3.369 -5.860 0.00 0.10 0.00
C 3.461 5.577 2.549 -0.01 -0.01 -0.02
C -2.945 -0.719 -0.409 -0.03 0.00 0.15
C 3.718 7.555 0.632 0.00 -0.02 0.05
C 3.594 -2.479 4.124 0.00 -0.02 -0.01
C 3.843 -1.583 1.486 -0.03 -0.05 -0.02
C 1.782 -4.491 -2.183 0.02 0.02 -0.07
C 2.897 -1.271 -0.714 0.09 -0.02 -0.11
C 2.470 7.005 0.871 0.00 -0.02 -0.03
H -1.411 -6.640 -1.879 0.00 0.00 0.00
H -2.892 -1.808 -0.511 0.05 0.03 -0.04
H 2.675 3.260 0.930 -0.02 0.01 -0.01
H -2.829 -2.742 2.104 0.01 0.01 -0.07
H 2.778 -6.316 -2.675 -0.01 0.00 0.00
H 5.563 5.792 2.847 0.00 0.00 0.01
H 5.733 -0.762 2.124 -0.01 0.01 -0.01
H -6.888 0.532 2.454 -0.01 0.01 0.02
H -6.378 0.646 4.149 -0.01 0.00 0.00
H -1.997 -0.301 -0.757 -0.04 0.00 -0.04
H 5.518 -1.543 4.445 0.00 0.01 0.00
H 2.466 -7.425 0.940 0.00 0.00 0.00
H -4.591 2.427 -0.979 -0.13 -0.17 0.15
H -3.923 0.685 4.704 -0.01 0.01 0.00
H -1.520 -4.196 -1.483 0.01 -0.01 0.03
H 1.220 -8.603 -1.612 0.00 -0.03 -0.01
H -0.213 -8.567 -2.641 0.01 -0.02 -0.01
H 1.093 4.581 2.649 0.03 -0.03 -0.07
H 1.725 -3.307 3.539 -0.02 0.04 0.02
H 3.492 -2.792 5.155 0.01 -0.02 -0.01
H 1.596 7.313 0.316 0.01 0.00 -0.02
H -1.477 0.098 -3.655 0.09 -0.03 0.00
H 2.922 -0.881 -1.723 -0.01 0.04 0.01
H 3.817 8.321 -0.129 -0.01 0.00 0.00
H -2.876 -5.196 2.104 0.00 -0.01 -0.01
H -1.726 -7.346 1.820 0.00 0.01 0.03
H -0.606 0.834 -5.941 -0.02 0.00 0.01
H 0.330 -8.621 1.381 0.01 0.00 -0.01
H -3.797 3.550 -5.042 -0.02 -0.01 0.01
H -1.830 5.555 -1.789 -0.02 -0.02 -0.02
H 4.803 -0.522 -0.131 -0.03 0.04 0.01
H 1.399 -8.383 -3.353 -0.01 -0.02 0.00
H -5.284 0.099 0.701 -0.02 0.01 -0.05
H -3.741 -0.354 -1.056 -0.01 0.03 -0.04
H -2.223 5.278 -4.224 0.01 0.00 0.01
H 3.353 4.794 3.293 0.03 0.02 0.01
H 2.671 -3.877 -2.274 0.00 -0.01 0.02
H -1.634 -0.014 4.008 -0.01 -0.01 0.01
H 3.247 1.906 -0.088 -0.01 0.01 0.02
H 2.538 -4.980 0.939 -0.01 0.02 -0.02
H 2.674 1.589 1.576 -0.03 0.00 0.00
H -4.997 2.125 -3.397 0.01 0.02 0.02
H -6.127 2.010 3.054 -0.03 -0.01 0.00
H 0.930 4.827 -4.617 0.03 0.02 0.13
H 5.812 7.578 1.141 0.00 -0.01 -0.01
```
Forces are in eV/Å.

multiplicity: 1
energy above the lowest of the compared OMol25 structures with the same formula, charge and spin: 0.0 kJ/mol
net charge: -1
Kohn-Sham gap: 4.4971 eV

Atomic partial charges in e from the Löwdin method, atoms 1 to 2:
1. Bi 1.414
2. S 0.457


# C54H45I2N7O12S

A cluster of 7 separate species, C54H45I2N7O12S in total (wB97M-V/def2-TZVPD, OMol25).

XYZ file:
```
121
Properties=species:S:1:pos:R:3:forces:R:3
I -1.290 -1.541 0.278 0.20 -0.10 -0.05
I 1.243 -3.315 -3.654 -0.29 0.21 -0.03
S -5.976 -2.267 -3.942 -0.02 -0.05 -0.06
O 5.254 1.591 6.013 0.19 0.07 0.27
O 9.641 0.306 0.518 0.00 0.01 0.03
O -9.000 -5.921 2.140 -0.08 -0.09 0.17
O 2.975 4.731 1.057 0.05 0.01 -0.02
O -4.876 4.029 -2.333 0.04 0.05 0.05
O 1.786 6.238 2.023 -0.18 -0.01 -0.25
O 8.004 -0.202 -0.781 -0.02 -0.02 0.00
O 6.659 2.980 6.871 0.00 -0.01 0.00
O -8.426 -7.994 2.154 0.00 -0.02 -0.01
O -3.244 3.221 -3.474 -0.10 -0.03 -0.16
O 4.551 -3.759 0.647 -0.03 -0.03 -0.04
O 3.178 -3.772 2.302 -0.04 -0.02 -0.01
N 5.677 2.715 6.211 -0.09 0.06 -0.13
N 8.893 0.539 -0.411 0.03 -0.03 -0.05
N 4.153 -3.341 1.716 -0.01 0.03 -0.04
N 1.936 5.338 1.215 0.02 0.03 0.02
N -4.167 4.000 -3.316 -0.06 -0.08 -0.05
N -4.802 -4.648 -2.656 -0.26 0.41 0.46
N -8.264 -6.834 2.466 -0.05 0.00 0.00
C 9.070 1.808 -1.132 0.02 0.17 -0.10
C -7.938 -2.730 -2.045 0.00 -0.34 0.29
C 0.930 3.917 -0.518 0.11 -0.17 -0.11
C 5.981 -1.697 1.672 0.12 -0.01 -0.19
C -0.002 -6.351 -1.489 -0.32 0.33 -0.09
C 9.377 4.198 -2.454 0.00 -0.01 0.01
C 5.373 5.118 5.741 0.12 0.18 0.05
C 4.475 -1.752 3.565 -0.08 0.04 0.09
C -0.150 3.566 -1.311 -0.07 0.08 0.03
C -1.476 5.293 -0.284 0.08 -0.11 -0.07
C -3.408 -1.378 -3.694 0.46 -0.09 0.27
C 0.787 4.957 0.383 -0.16 -0.04 -0.10
C -6.730 -3.137 -2.589 0.71 0.26 -0.42
C -2.020 -4.989 -1.732 0.76 1.71 -0.15
C 10.238 3.866 -1.416 -0.09 0.00 -0.09
C -6.034 -4.235 -2.094 -0.79 -0.05 0.20
C 5.175 -0.707 4.147 0.02 -0.17 -0.15
C -6.209 -7.506 3.639 0.09 -0.20 0.01
C -0.403 5.650 0.516 -0.15 0.15 0.07
C 8.366 3.323 -2.831 0.10 0.06 0.06
C -0.227 -2.661 -2.269 -0.07 -0.24 0.43
C -7.826 -4.578 -0.492 -0.08 0.59 -0.49
C -5.768 -4.871 4.416 0.06 -0.11 0.01
C 3.797 3.511 4.858 -0.17 -0.15 -0.09
C 6.274 -0.162 3.498 -0.02 -0.02 -0.03
C -5.457 5.886 -4.222 -0.17 0.10 0.10
C 0.186 -2.207 -1.092 0.14 -0.03 -0.26
C -0.853 -5.718 -2.324 0.68 -0.29 0.55
C -1.651 -2.674 -2.686 0.39 0.30 -0.57
C -4.271 -2.430 -3.458 -0.88 -0.12 -0.05
C 4.645 6.141 5.150 -0.10 -0.18 -0.05
C 3.079 4.538 4.276 0.05 0.11 0.05
C -6.888 -5.185 3.664 -0.03 0.23 0.00
C 4.933 3.816 5.586 -0.10 0.17 -0.06
C 8.209 2.117 -2.168 -0.18 -0.02 -0.14
C 3.498 5.853 4.419 0.20 0.05 0.29
C -4.869 -5.866 4.775 -0.01 0.00 -0.01
C 1.596 -2.090 -0.602 -0.53 0.22 0.57
C -2.514 -3.745 -2.453 -0.33 -0.42 -0.10
C -3.925 5.845 -6.544 -0.09 0.07 0.04
C -4.954 6.767 -6.400 0.00 -0.01 0.01
C -3.657 4.940 -5.530 0.16 -0.07 -0.14
C -6.607 -4.940 -1.041 0.12 -0.43 0.22
C -5.716 6.790 -5.239 0.09 -0.02 -0.09
C -4.432 4.972 -4.385 -0.05 0.11 -0.17
C -5.091 -7.182 4.390 -0.01 0.12 0.02
C 10.086 2.663 -0.746 0.18 0.08 0.12
C -3.858 -3.617 -2.851 0.67 0.28 -0.10
C -8.489 -3.463 -1.004 0.00 -0.20 0.19
C 6.675 -0.654 2.263 -0.07 0.09 0.15
C 4.891 -2.232 2.335 0.10 0.15 0.13
C -2.086 -1.504 -3.306 -0.40 -0.18 -0.20
C -7.089 -6.499 3.284 0.17 0.05 0.11
C -1.351 4.254 -1.199 -0.07 0.07 0.02
H -8.275 -5.120 0.326 0.14 -0.08 -0.12
H -3.748 -0.462 -4.152 -0.17 0.02 -0.02
H 2.932 6.651 3.968 0.00 0.02 -0.05
H 9.493 5.141 -2.970 0.00 0.00 0.00
H 4.867 -0.325 5.104 -0.02 -0.03 0.05
H -0.497 6.455 1.229 0.13 -0.01 0.03
H 2.306 -1.921 -1.402 0.05 -0.10 -0.14
H -5.163 7.469 -7.196 0.00 0.00 0.00
H -1.409 -0.681 -3.476 0.18 -0.04 0.05
H 2.187 4.313 3.710 -0.02 -0.02 0.01
H 7.698 3.583 -3.640 -0.01 -0.02 0.00
H 11.026 4.547 -1.126 0.01 -0.01 0.02
H 7.424 1.433 -2.458 0.03 -0.08 0.10
H 0.333 -7.371 -1.629 1.19 0.45 -0.77
H -8.445 -1.857 -2.427 0.02 0.10 -0.10
H -6.386 -8.527 3.336 -0.11 0.04 -0.07
H -0.658 -5.708 -3.392 -1.05 -1.04 -0.26
H 1.626 -1.252 0.091 0.28 0.04 0.07
H -4.390 -7.955 4.671 -0.01 -0.02 -0.01
H 6.264 5.338 6.310 0.01 -0.13 0.03
H -4.444 -5.376 -2.060 0.19 -0.17 -0.25
H -9.434 -3.183 -0.561 -0.07 0.14 -0.08
H -2.187 3.974 -1.828 0.20 -0.02 0.22
H 4.973 7.166 5.261 0.02 0.00 0.01
H -2.858 4.221 -5.638 -0.04 -0.05 0.11
H 3.473 2.488 4.744 0.10 -0.02 0.07
H 1.856 -2.989 -0.040 0.17 -0.05 -0.04
H -0.055 2.755 -2.021 0.00 -0.01 0.01
H -6.515 7.509 -5.128 -0.01 -0.01 0.02
H 0.331 -5.817 -0.602 -0.96 -0.66 0.80
H 6.292 -2.080 0.711 -0.07 -0.06 0.01
H 1.866 3.384 -0.604 0.05 0.08 0.09
H -5.594 -3.847 4.719 -0.02 0.01 -0.01
H 6.821 0.650 3.960 -0.01 0.00 0.02
H -7.588 -4.414 3.379 -0.06 -0.09 -0.07
H -6.049 5.898 -3.318 0.06 -0.11 0.04
H -1.744 -4.670 -0.719 -0.02 -0.20 0.14
H -2.413 5.826 -0.196 0.00 0.00 0.02
H -3.991 -5.616 5.357 0.00 0.00 0.00
H -6.101 -5.818 -0.650 0.11 0.02 0.00
H -3.332 5.830 -7.448 0.01 -0.01 0.01
H -2.791 -5.741 -1.607 -0.09 -0.05 -0.02
H 3.617 -2.178 4.064 0.00 -0.10 -0.09
H 7.530 -0.228 1.760 0.04 -0.07 -0.01
H 10.751 2.402 0.063 -0.07 -0.11 0.02
```
Forces are in eV/Å.

multiplicity: 1
SMILES string: C=CCc1c(/C(I)=C(/C)I)ccc2c1Nc1ccccc1S2.O=[N+]([O-])c1ccccc1.O=[N+]([O-])c1ccccc1.O=[N+]([O-])c1ccccc1.O=[N+]([O-])c1ccccc1.O=[N+]([O-])c1ccccc1.O=[N+]([O-])c1ccccc1
Kohn-Sham gap: 6.6498 eV

Atomic partial charges in e from the Löwdin method, atoms 1 to 2:
1. I 0.918
2. I 0.954